# 1
# C4H2F2O

The molecule C4H2F2O in a non-equilibrium geometry (wB97M-V/def2-TZVPD, OMol25).

Atoms and positions in Å:
1 C 2.1687 0.9229 -1.5172
2 C 1.0933 0.4827 -1.0677
3 C -0.2165 0.1096 -0.3383
4 C -0.2669 1.5848 -0.3719
5 O -0.2019 -0.5147 0.9591
6 F 0.2289 2.4314 0.5784
7 F -0.7340 2.2757 -1.3821
8 H -0.9481 -0.4573 -1.0774
9 H 0.6178 -0.3821 1.5125

Summary:
* HOMO-LUMO gap: 9.3 eV
* strongest force on any atom: 0.0787 Eh/bohr
* E_tot: -11656.1931 eV
* HOMO level: -10.2 eV

# 2
# C31H35BeClN2Si2

C31H35BeClN2Si2 as an isolated structure in a non-equilibrium geometry (wB97M-V/def2-TZVPD, OMol25).

Atoms and positions in Å:
1 C -2.6786 -0.8210 5.1123
2 C -2.8227 -0.2794 3.8039
3 C -2.3812 -1.2799 2.8297
4 H -3.3691 0.6239 3.5437
5 C -1.8844 -2.4020 3.6206
6 C -2.0774 -2.1158 4.9903
7 H -1.8392 -2.7878 5.8017
8 H -3.0538 -0.4051 6.0391
9 H -2.7340 -1.3367 1.7995
10 H -1.5022 -3.3288 3.2112
11 Be -1.0307 -0.1033 2.8686
12 Si -1.2753 -0.3100 -1.8693
13 C -0.6727 1.1579 -2.9234
14 C 0.6347 1.1429 -3.4474
15 H 1.3195 0.3193 -3.2114
16 C 1.1004 2.1886 -4.2489
17 H 2.1366 2.1811 -4.5853
18 C 0.2638 3.2489 -4.5987
19 H 0.6382 4.0720 -5.2161
20 C -1.0537 3.2455 -4.1291
21 H -1.7126 4.0707 -4.3975
22 C -1.5239 2.2120 -3.3010
23 H -2.5552 2.2261 -2.9237
24 C -0.7255 -1.6225 -3.1559
25 C -1.0932 -1.5530 -4.5302
26 H -1.9773 -0.9833 -4.8407
27 C -0.2892 -2.1526 -5.5157
28 H -0.5609 -2.0649 -6.5726
29 C 0.8423 -2.8916 -5.1558
30 H 1.5202 -3.2783 -5.9286
31 C 1.0743 -3.1391 -3.7993
32 H 1.9198 -3.7711 -3.5096
33 C 0.2222 -2.6114 -2.8119
34 H 0.3332 -2.9211 -1.7673
35 H -2.7523 -0.2273 -1.8155
36 Si 2.6925 0.4487 -0.4647
37 C 1.7146 -1.1528 0.0212
38 C 0.3251 -1.2073 0.2276
39 H -0.3372 -0.3146 -0.0140
40 C -0.3292 -2.3831 0.5930
41 H -1.4248 -2.4213 0.5124
42 C 0.4162 -3.5348 0.8694
43 H -0.1020 -4.4718 1.0772
44 C 1.8175 -3.4662 0.8464
45 H 2.4179 -4.3529 1.0986
46 C 2.4480 -2.2879 0.4244
47 H 3.5454 -2.2537 0.4278
48 C 1.3970 1.8509 -0.2950
49 C 0.3748 1.8139 0.6701
50 H 0.3299 1.0412 1.4584
51 C -0.6947 2.7137 0.6271
52 H -1.5913 2.5659 1.2498
53 C -0.6420 3.7874 -0.2670
54 H -1.4991 4.4502 -0.3852
55 C 0.4905 3.9864 -1.0526
56 H 0.5733 4.8506 -1.7239
57 C 1.5329 3.0579 -1.0068
58 H 2.4424 3.2421 -1.5903
59 H 3.6797 0.4356 -1.5097
60 Cl 3.8235 0.7416 1.2258
61 N -0.7503 1.5034 3.6131
62 C 0.7141 1.6630 4.0799
63 C 1.2562 0.2827 4.2892
64 N 0.5144 -0.7504 3.3963
65 H -1.1033 2.3796 3.1890
66 H -1.2980 1.4788 4.5066
67 H 1.3020 2.2388 3.3516
68 H 0.6997 2.2255 5.0245
69 H 2.3334 0.2379 4.1145
70 H 1.0624 -0.0264 5.3269
71 H 1.1226 -1.1545 2.6860
72 H 0.3060 -1.5206 4.0369

Summary:
* HOMO-LUMO gap (spin up / spin down): 4.0 / 4.0 eV
* strongest force on any atom: 0.0650 Eh/bohr
* E_tot: -64372.0666 eV
* HOMO level (spin up / spin down): -4.5 / -4.5 eV

# 3
# C30H40BF5N6SeTc

C30H40BF5N6SeTc as an isolated structure (wB97M-V/def2-TZVPD, OMol25).

Atoms and positions in Å:
1 Tc -0.0741 -0.0163 -0.0286
2 C 3.9616 -2.8894 -2.1949
3 C 2.5289 -2.5495 -1.9501
4 C 1.3881 -3.1943 -2.4192
5 C 0.3011 -2.5200 -1.9042
6 N 0.7704 -1.4731 -1.1577
7 N 2.1413 -1.5282 -1.1885
8 B 2.9832 -0.5085 -0.3963
9 N 2.5742 0.9025 -0.8487
10 N 1.2668 1.3276 -0.7757
11 C 1.2436 2.6223 -1.2336
12 C 2.5284 2.9747 -1.5884
13 C 3.3387 1.8734 -1.3425
14 C 4.8105 1.7335 -1.5534
15 C 0.0238 3.5074 -1.3131
16 C 0.4407 4.9226 -1.7199
17 C -0.9105 2.9762 -2.4226
18 C -0.6226 3.6256 0.0821
19 N 2.5844 -0.6437 1.0850
20 N 1.2756 -0.4566 1.3929
21 C 1.1225 -0.6328 2.7320
22 C 2.3633 -0.9322 3.2650
23 C 3.2635 -0.9313 2.1987
24 C 4.7323 -1.1975 2.2009
25 C -0.2181 -0.5089 3.3982
26 C -0.6041 -1.8457 4.0411
27 C -1.2479 -0.1415 2.3409
28 C -0.1768 0.6025 4.4527
29 C -1.1580 -2.8437 -2.0943
30 C -1.7874 -1.7933 -3.0320
31 C -1.8423 -2.9302 -0.7203
32 C -1.3002 -4.2155 -2.7557
33 H 4.0211 -3.7749 -2.8229
34 H 4.4869 -3.0934 -1.2610
35 H 4.4817 -2.0746 -2.7002
36 H 1.3702 -4.0673 -3.0512
37 H 4.1498 -0.6959 -0.5491
38 H 2.8573 3.9242 -1.9780
39 H 5.2102 2.6676 -1.9409
40 H 5.0363 0.9412 -2.2684
41 H 5.3258 1.4995 -0.6209
42 H 0.9039 4.9383 -2.7081
43 H 1.1301 5.3635 -0.9972
44 H -0.4483 5.5550 -1.7626
45 H -0.5124 3.2500 -3.4011
46 H -1.9082 3.4120 -2.3317
47 H -1.0027 1.8925 -2.4260
48 H 0.0224 4.2126 0.7397
49 H -0.7937 2.6681 0.5676
50 H -1.5891 4.1295 0.0142
51 H 2.5998 -1.1306 4.2991
52 H 5.0628 -1.4106 3.2141
53 H 5.2902 -0.3364 1.8307
54 H 4.9807 -2.0525 1.5710
55 H -0.6499 -2.6490 3.3008
56 H -1.5816 -1.7596 4.5218
57 H 0.1212 -2.1291 4.8035
58 H -1.3152 -0.9464 1.5690
59 H -1.0318 0.8628 1.9175
60 H -2.2593 -0.0637 2.7438
61 H 0.5489 0.3648 5.2302
62 H -1.1561 0.7053 4.9262
63 H 0.0989 1.5640 4.0119
64 H -1.5034 -0.7743 -2.7778
65 H -2.8768 -1.8582 -3.0091
66 H -1.4556 -1.9701 -4.0561
67 H -1.6709 -2.0412 -0.1053
68 H -1.4657 -3.7867 -0.1566
69 H -2.9234 -3.0287 -0.8303
70 H -0.8529 -4.2255 -3.7508
71 H -2.3606 -4.4491 -2.8698
72 H -0.8437 -5.0048 -2.1545
73 F -7.6856 1.2926 2.1022
74 C -6.5227 1.1552 1.5198
75 C -6.3926 0.2694 0.4553
76 F -7.4389 -0.4220 0.0483
77 C -5.1679 0.1195 -0.1492
78 F -5.0586 -0.7309 -1.1536
79 C -4.0575 0.8570 0.2944
80 Se -2.4573 0.7672 -0.6229
81 C -4.2148 1.7335 1.3800
82 F -3.1802 2.4222 1.8447
83 C -5.4352 1.8868 1.9877
84 F -5.5866 2.7052 3.0121

Summary:
* HOMO-LUMO gap (spin up / spin down): 7.3 / 6.2 eV
* strongest force on any atom: 0.0194 Eh/bohr
* multiplicity: 4
* E_tot: -122495.1001 eV
* HOMO level (spin up / spin down): -14.4 / -14.8 eV
* net charge: +2

# 4
# C3H4KO3

C3H4KO3 as an isolated structure in a non-equilibrium geometry (wB97M-V/def2-TZVPD, OMol25).

Atoms and positions in Å:
1 C -1.7585 -1.3104 0.3434
2 C -0.4735 -1.7682 0.2564
3 O 0.4836 -1.1616 -0.5296
4 C 1.7727 -1.2719 -0.2589
5 O 2.0633 -0.0937 0.2577
6 K 0.0606 1.5446 0.2024
7 H -2.5052 -2.1020 0.2407
8 H -2.3530 -0.6975 1.0314
9 H 3.0116 0.0800 0.2044
10 O -1.9775 0.8712 -0.5532
11 H -2.8754 1.0155 -0.2569

Summary:
* HOMO-LUMO gap (spin up / spin down): 6.0 / 6.9 eV
* strongest force on any atom: 0.0385 Eh/bohr
* multiplicity: 2
* E_tot: -25635.6391 eV
* HOMO level (spin up / spin down): -6.5 / -7.4 eV

# 5
# C19H17BCaN9O4

C19H17BCaN9O4 as an isolated structure (wB97M-V/def2-TZVPD, OMol25).

Atoms and positions in Å:
1 Ca -0.1011 0.0459 0.1374
2 C -2.2165 3.0687 2.9126
3 C -1.7684 2.6621 1.6530
4 N -1.0324 1.5669 1.7439
5 N -0.9415 1.2585 3.0636
6 C -1.6596 2.1606 3.7773
7 B -0.2242 -0.0212 3.5327
8 N 1.2729 -0.0771 3.0745
9 C 2.3729 -0.3993 3.7879
10 C 3.4648 -0.4195 2.9517
11 C 2.9327 -0.1086 1.7024
12 N 1.6210 0.0869 1.7702
13 N -0.9587 -1.2814 3.1189
14 C -1.4053 -2.3820 3.7603
15 C -1.9662 -3.2312 2.8355
16 C -1.8079 -2.5698 1.6177
17 N -1.2022 -1.4017 1.7800
18 N -0.1325 0.1648 5.1231
19 C 0.5059 1.1190 5.7187
20 C 0.2362 1.0161 7.1510
21 C -0.6452 -0.0878 7.2310
22 N -0.8728 -0.6096 6.0679
23 H -2.8525 3.9002 3.1569
24 H -1.9574 3.1037 0.6875
25 H -1.7731 2.0854 4.8444
26 H 2.3197 -0.6262 4.8382
27 H 4.4848 -0.6331 3.2147
28 H 3.4367 -0.0183 0.7520
29 H -1.3088 -2.4875 4.8242
30 H -2.4335 -4.1813 3.0206
31 H -2.1033 -2.8907 0.6314
32 H 1.1179 1.8417 5.2014
33 H 0.6339 1.6587 7.9192
34 H -1.1077 -0.5221 8.1043
35 O 1.9613 -3.4669 -1.9067
36 C 1.4664 -2.3246 -1.4858
37 O 0.5097 -2.2154 -0.7455
38 C 2.1989 -1.1241 -2.0137
39 C 3.3410 -1.1786 -2.7985
40 C 3.8994 0.0242 -3.2043
41 C 3.3056 1.2203 -2.8225
42 C 2.1603 1.1692 -2.0389
43 N 1.6290 0.0165 -1.6482
44 C 1.3665 2.3587 -1.5398
45 O 1.8140 3.5755 -1.7618
46 O 0.3313 2.1894 -0.9332
47 H 1.4470 -4.2041 -1.5338
48 H 3.7714 -2.1275 -3.0842
49 H 4.7886 0.0312 -3.8194
50 H 3.7437 2.1522 -3.1550
51 H 2.6382 3.5960 -2.2662

Summary:
* HOMO-LUMO gap (spin up / spin down): 8.1 / 4.8 eV
* strongest force on any atom: 0.0136 Eh/bohr
* multiplicity: 2
* E_tot: -60686.0529 eV
* HOMO level (spin up / spin down): -14.3 / -14.3 eV
* net charge: +2

# 6
# C6H8N2O2S

The molecule C6H8N2O2S in a non-equilibrium geometry (wB97M-V/def2-TZVPD, OMol25).

Atoms and positions in Å:
1 C 0.8234 0.3460 2.4186
2 C 0.1279 -0.9596 2.3923
3 S -1.4784 -0.9043 1.4982
4 C -0.8924 -0.5938 -0.1644
5 N -0.2268 -1.5070 -0.6810
6 C 0.4070 -1.2667 -1.9759
7 O 0.9628 -2.1311 -2.5023
8 C 0.1973 0.0712 -2.5734
9 C -0.4992 0.9275 -1.8417
10 O -0.7926 2.2525 -2.2423
11 N -1.0281 0.7341 -0.6036
12 H 0.8613 0.7080 1.3319
13 H 0.1270 1.1964 3.1609
14 H 1.6985 0.1455 3.1489
15 H -0.1175 -1.2825 3.2279
16 H 0.8966 -1.7310 1.9785
17 H 0.7288 0.2652 -3.4187
18 H -0.2342 2.4249 -2.8990
19 H -1.5613 1.3047 -0.2548

Summary:
* HOMO-LUMO gap: 9.6 eV
* structure (SMILES): CCSc1nc(=O)cc(O)[nH]1
* strongest force on any atom: 0.2648 Eh/bohr
* E_tot: -24258.9406 eV
* HOMO level: -9.2 eV